<a>
A 2-piece molecular cluster, C6H14N2O2 overall, computed with ωB97M-V with the def2-TZVPD basis set.

The LUMO energy comes out at 0.6 eV. Its SMILES is CNC(C)=O.CNC(C)=O. As for the gap between HOMO and LUMO: 9.39 eV.

ORCA input file:
```
! wB97M-V def2-TZVPD RIJCOSX def2/J DEFGRID3
* xyz 0 1
O 0.54 -0.89 0.24
O -2.99 1.35 -2.12
N 2.45 -0.22 1.28
N -2.04 -0.01 -0.58
C -2.74 -1.19 -1.08
C -2.29 1.21 -1.13
C 1.87 0.98 1.80
C 1.74 -1.03 0.44
C 2.55 -2.10 -0.23
C -1.61 2.36 -0.43
H 2.19 -2.43 -1.20
H -2.10 -1.68 -1.83
H -0.67 2.55 -0.94
H -3.48 -0.78 -1.75
H -1.36 2.08 0.60
H 3.31 -0.58 1.65
H 2.57 -2.97 0.42
H 3.59 -1.84 -0.30
H 0.91 1.15 1.31
H 1.56 0.91 2.85
H -1.25 -0.06 0.06
H -2.94 -1.89 -0.28
H -2.29 3.21 -0.41
H 2.48 1.85 1.63
*
```


<b>
A 2-piece molecular cluster, C6H14N2O2 overall, computed with ωB97M-V with the def2-TZVPD basis set.

The LUMO energy comes out at 0.5 eV. Its SMILES is CNC(C)=O.CNC(C)=O. As for the gap between HOMO and LUMO: 10.30 eV.

ORCA input file:
```
! wB97M-V def2-TZVPD RIJCOSX def2/J DEFGRID3
* xyz 0 1
O -0.57 1.83 -3.19
O -0.46 -2.13 2.33
N -0.63 0.48 -1.36
N 0.88 -0.39 1.88
C 1.05 -2.30 0.43
C 0.54 0.25 3.10
C -0.35 1.70 -2.01
C -1.59 -0.39 -2.01
C 0.50 2.59 -1.14
C 0.42 -1.68 1.62
H 0.99 -1.65 -0.45
H -0.67 0.39 -0.35
H -0.29 0.97 3.06
H 1.74 -0.05 1.51
H -1.17 -1.25 -2.57
H 0.19 -0.37 3.93
H 0.04 3.50 -0.78
H -2.04 0.05 -2.90
H 0.92 2.00 -0.33
H 1.34 0.86 3.55
H -2.39 -0.83 -1.42
H 2.08 -2.44 0.76
H 1.40 2.84 -1.70
H 0.63 -3.23 0.04
*
```


<a> wins, 0.525 eV ahead of the next structure.


<a>
A 3-piece molecular cluster, C2H11NO2S overall, computed with ωB97M-V with the def2-TZVPD basis set.

The LUMO energy comes out at 0.6 eV. Its SMILES is NCCS.O.O. As for the gap between HOMO and LUMO: 9.39 eV.

ORCA input file:
```
! wB97M-V def2-TZVPD RIJCOSX def2/J DEFGRID3
* xyz 0 1
S 0.51 2.12 -1.11
O -2.52 4.11 -0.19
O -0.74 -3.76 1.85
N 1.21 -1.80 -0.18
C 0.96 -0.38 0.04
C 1.05 0.39 -1.24
H 0.52 -0.05 -2.10
H 0.01 -0.21 0.48
H 0.91 -2.28 0.67
H -3.45 3.94 0.00
H -0.80 -4.38 2.59
H 0.49 -2.12 -0.82
H -2.18 4.19 0.71
H 1.31 2.66 -2.02
H -1.06 -2.93 2.22
H 2.08 0.42 -1.62
H 1.67 0.06 0.72
*
```


<b>
A 3-piece molecular cluster, C2H11NO2S overall, computed with ωB97M-V with the def2-TZVPD basis set.

The LUMO energy comes out at 0.5 eV. Its SMILES is NCCS.O.O. As for the gap between HOMO and LUMO: 9.03 eV.

ORCA input file:
```
! wB97M-V def2-TZVPD RIJCOSX def2/J DEFGRID3
* xyz 0 1
S 1.13 1.38 -0.58
O -1.63 2.73 0.01
O -2.40 -0.44 -1.50
N 1.40 -2.30 0.95
C 0.70 -1.02 0.92
C 1.78 -0.19 0.11
H 2.12 -0.87 -0.68
H -2.62 0.49 -1.75
H -0.97 3.33 -0.45
H 2.63 0.01 0.79
H -2.52 3.12 -0.10
H 1.37 -2.75 0.00
H 0.91 -2.91 1.56
H -2.91 -1.00 -2.06
H 0.76 1.99 0.61
H -0.18 -1.01 0.31
H 0.44 -0.57 1.84
*
```


<a> wins, 0.307 eV ahead of the next structure.


<a>
A 2-piece molecular cluster, H3N3 overall, computed with ωB97M-V with the def2-TZVPD basis set.

The LUMO energy (spin up / spin down) comes out at -0.4 / -0.3 eV. As for the gap between HOMO and LUMO (spin up / spin down): 9.22 / 9.42 eV.

ORCA input file:
```
! wB97M-V def2-TZVPD RIJCOSX def2/J DEFGRID3
* xyz 0 1
N 0.64 0.53 -0.34
N 0.24 -0.77 -0.01
N -0.11 0.30 0.78
H -0.55 -1.21 -0.61
H 1.63 0.64 0.09
H -1.84 0.52 0.09
*
```


<b>
One molecule with the formula H3N3, computed with ωB97M-V with the def2-TZVPD basis set.

The LUMO energy comes out at 1.2 eV. As for the gap between HOMO and LUMO: 9.96 eV.

ORCA input file:
```
! wB97M-V def2-TZVPD RIJCOSX def2/J DEFGRID3
* xyz 0 1
N -1.44 0.95 0.78
N 0.23 -0.88 -0.09
N -0.46 0.60 0.24
H 1.13 -0.81 0.50
H 0.31 1.17 -0.42
H -0.33 -1.53 0.34
*
```


<b> wins, 3.579 eV ahead of the next structure.


<a>
C2H6FN as an isolated structure, computed with ωB97M-V with the def2-TZVPD basis set.

The LUMO energy comes out at 0.9 eV. As for the gap between HOMO and LUMO: 9.81 eV.

ORCA input file:
```
! wB97M-V def2-TZVPD RIJCOSX def2/J DEFGRID3
* xyz 0 1
F 1.05 -1.14 0.07
N -1.28 -0.75 -0.32
C 1.04 0.27 -0.21
C -0.47 0.61 0.12
H 1.80 0.74 0.74
H -0.17 -1.47 -0.24
H -0.99 1.47 -0.62
H -0.54 0.89 1.25
H -2.01 -1.23 0.62
H 1.56 0.60 -1.41
*
```


<b>
A 2-piece molecular cluster, C2H6FN overall, computed with ωB97M-V with the def2-TZVPD basis set.

The LUMO energy (spin up / spin down) comes out at -1.2 / -1.5 eV. As for the gap between HOMO and LUMO (spin up / spin down): 9.37 / 8.95 eV.

ORCA input file:
```
! wB97M-V def2-TZVPD RIJCOSX def2/J DEFGRID3
* xyz 0 1
F 2.52 0.21 0.10
N 0.63 0.01 -0.53
C -0.01 1.12 0.05
C 0.34 -1.25 0.01
H -0.41 1.74 -0.76
H 0.05 -1.24 1.07
H 0.73 1.74 0.57
H 1.19 -1.91 -0.16
H -0.50 -1.64 -0.58
H -0.78 0.86 0.78
*
```


<b> wins, 1.644 eV ahead of the next structure.


<a>
One molecule with the formula C7H15N3O, computed with ωB97M-V with the def2-TZVPD basis set.

The LUMO energy comes out at 0.7 eV. Its SMILES is CCN1CC[C@@H](NC(N)=O)C1. As for the gap between HOMO and LUMO: 8.92 eV.

ORCA input file:
```
! wB97M-V def2-TZVPD RIJCOSX def2/J DEFGRID3
* xyz 0 1
O -1.88 -1.77 3.70
N 0.65 0.57 -0.87
N -2.60 -1.36 1.69
N -0.31 -1.27 2.09
C -0.51 2.38 -2.14
C 1.59 -1.18 0.32
C 0.78 1.65 -1.80
C 1.78 -0.38 -0.96
C 0.07 -0.88 0.77
C -1.57 -1.55 2.55
C -0.20 0.53 0.34
H -2.29 -1.16 0.73
H 1.23 1.32 -2.70
H 1.62 2.20 -1.34
H 0.39 -1.04 2.83
H -0.55 -1.45 0.09
H -1.02 1.73 -2.91
H -0.27 3.20 -2.79
H -1.03 2.71 -1.32
H 0.15 1.14 1.16
H -3.25 -2.10 1.76
H -1.31 0.65 0.34
H 2.29 -0.70 1.07
H 1.73 -2.29 0.21
H 2.79 0.02 -1.01
H 1.71 -0.97 -1.82
*
```


<b>
One molecule with the formula C7H15N3O, computed with ωB97M-V with the def2-TZVPD basis set.

The LUMO energy comes out at 0.8 eV. Its SMILES is CN(C)C(=O)[C@H]1CCCNN1. As for the gap between HOMO and LUMO: 8.50 eV.

ORCA input file:
```
! wB97M-V def2-TZVPD RIJCOSX def2/J DEFGRID3
* xyz 0 1
O 0.46 -0.09 2.26
N 1.77 -1.12 0.83
N -0.93 1.36 -1.91
N 0.04 0.90 -0.96
C -2.11 2.00 -1.33
C 2.48 -1.43 -0.44
C -2.83 0.92 -0.45
C 0.54 -0.49 1.08
C -1.86 0.34 0.56
C 2.63 -1.53 1.91
C -0.49 -0.18 -0.04
H -1.86 2.90 -0.77
H 2.64 -0.53 -1.01
H 3.41 -1.92 -0.30
H -2.40 -0.60 0.95
H -1.73 1.07 1.35
H -3.60 1.50 0.12
H -0.51 2.02 -2.61
H 3.67 -1.43 1.75
H -0.62 -1.13 -0.52
H -2.81 2.43 -2.11
H 2.31 -2.54 2.15
H 0.87 0.55 -1.41
H -3.44 0.18 -0.92
H 1.94 -2.18 -1.02
H 2.45 -1.01 2.84
*
```


<a> wins, 1.510 eV ahead of the next structure.


<a>
An isolated ion of composition C6H13N2O2 and charge +1, computed with ωB97M-V with the def2-TZVPD basis set.

The LUMO energy comes out at -4.6 eV. As for the gap between HOMO and LUMO: 9.10 eV.

ORCA input file:
```
! wB97M-V def2-TZVPD RIJCOSX def2/J DEFGRID3
* xyz 1 1
O 1.97 0.83 -0.46
O -0.44 -1.64 -0.05
N -0.49 0.61 0.79
N -1.46 0.47 -1.28
C -1.46 1.03 -0.12
C 1.71 -1.27 -1.56
C 0.20 -0.55 0.41
C 1.33 -0.26 -0.54
C 0.99 -1.04 1.68
C -2.32 2.10 0.57
H 1.57 -0.34 2.33
H 2.71 0.95 -1.18
H 2.58 -1.05 -1.97
H -0.64 0.54 1.76
H -0.99 -1.59 -0.83
H 1.70 -2.20 -1.24
H -2.13 0.75 -1.97
H 0.35 -1.53 2.40
H -2.20 3.18 0.17
H -2.16 2.11 1.64
H 1.67 -1.77 1.51
H 0.83 -1.22 -2.40
H -3.34 1.88 0.34
*
```


<b>
C6H13N2O2 as an isolated structure, computed with ωB97M-V with the def2-TZVPD basis set.

The LUMO energy comes out at -2.8 eV. As for the gap between HOMO and LUMO: 10.16 eV.

ORCA input file:
```
! wB97M-V def2-TZVPD RIJCOSX def2/J DEFGRID3
* xyz 1 1
O -2.55 -1.73 0.39
O -0.88 -1.03 -1.09
N -2.87 1.04 1.24
N -1.75 1.87 -0.63
C 0.18 -1.02 -0.17
C -2.27 0.92 0.09
C 3.77 0.09 -0.27
C -2.13 -0.99 -0.63
C 1.33 -0.43 -0.47
C 2.51 -0.37 0.44
H 1.43 0.05 -1.44
H 2.67 -1.36 0.89
H 3.65 1.10 -0.65
H -3.27 0.21 1.66
H 4.61 0.08 0.42
H -3.01 1.93 1.70
H 4.01 -0.57 -1.10
H -2.85 -0.95 -1.45
H 2.29 0.32 1.26
H -1.77 2.85 -0.36
H -1.31 1.65 -1.51
H -1.82 -2.12 0.90
H 0.03 -1.53 0.77
*
```


<c>
An isolated ion of composition C6H13N2O2 and charge +1, computed with ωB97M-V with the def2-TZVPD basis set.

The LUMO energy comes out at -5.3 eV. As for the gap between HOMO and LUMO: 8.86 eV.

ORCA input file:
```
! wB97M-V def2-TZVPD RIJCOSX def2/J DEFGRID3
* xyz 1 1
O -0.77 2.68 -0.70
O 0.86 1.63 -2.63
N -0.16 1.49 -0.69
N 0.60 1.13 -1.55
C 0.25 -0.79 0.23
C -0.39 1.06 1.75
C -2.09 0.19 0.15
C 2.32 -1.08 -1.23
C -0.55 0.47 0.38
C 0.91 -1.03 -1.06
H -0.62 3.11 -1.56
H -2.57 0.62 -0.85
H -2.72 0.78 0.98
H 0.93 -0.80 1.10
H -2.27 -0.90 0.11
H -0.94 1.91 1.87
H 0.26 -1.36 -1.76
H 2.77 -2.08 -1.01
H -0.38 -1.61 0.35
H 2.70 -0.44 -0.47
H -0.63 0.24 2.60
H 2.58 -0.74 -2.23
H 0.65 1.54 1.80
*
```


<b> wins, 0.719 eV ahead of the next structure.